#P
A structure of composition C36H30F4GeMgN7OP, computed with ωB97M-V with the def2-TZVPD basis set.

Structure (XYZ):
```
81
Properties=species:S:1:pos:R:3:lowdin_charge:R:1
Mg 0.7909 -0.3603 1.3679 0.54
F -2.4938 2.9294 1.3336 0.13
C -3.6177 3.0849 0.6317 -0.13
C -4.3270 4.2168 0.7750 -0.12
F -3.8873 5.1358 1.6038 0.17
C -5.5589 4.4550 0.0402 0.00
C -5.9511 3.3739 -0.8505 -0.12
C -5.2328 2.2424 -0.9762 -0.13
F -5.6508 1.3015 -1.8071 0.16
C -4.0136 2.0158 -0.2434 0.01
C -3.2869 0.8557 -0.3818 -0.11
C -2.0651 0.5903 0.2947 -0.08
N -1.0792 0.3732 0.8453 0.20
C -3.6533 -0.2564 -1.2116 -0.18
N -3.8181 -1.2201 -1.8154 0.22
F -7.0452 3.5084 -1.5609 0.18
C -6.2857 5.5978 0.1728 -0.08
C -5.9167 6.6680 1.0534 -0.13
N -5.6710 7.5285 1.7729 0.26
C -7.4974 5.8554 -0.5479 -0.13
N -8.4715 6.1318 -1.0899 0.26
C 0.4279 -5.8220 2.0583 -0.04
N 0.8885 -4.4407 2.0765 0.06
C 0.1993 -3.4057 1.6078 -0.56
N -1.0403 -3.6076 1.1385 0.23
O 0.7081 -2.2459 1.6208 -0.11
H 1.1864 -6.4431 2.5237 0.10
H 0.2747 -6.1755 1.0369 0.09
H -0.4928 -5.9331 2.6317 0.10
H 1.8344 -4.2405 2.3550 0.16
H -1.4412 -4.5263 1.0602 0.12
H -1.5226 -2.8399 0.7049 0.11
C 3.1930 -0.1216 4.1470 -0.24
P 1.5378 0.4598 3.6660 0.78
C 1.5361 2.2164 4.1257 -0.24
C 0.4397 -0.3082 4.8988 -0.25
H 3.3250 -0.0207 5.2249 0.07
H 3.9551 0.4773 3.6493 0.03
H 3.3295 -1.1667 3.8693 0.05
H 1.8210 2.3230 5.1731 0.07
H 0.5406 2.6381 3.9865 0.05
H 2.2430 2.7768 3.5152 0.03
H 0.7692 -0.0521 5.9064 0.06
H 0.4542 -1.3926 4.7859 0.05
H -0.5841 0.0417 4.7649 0.05
N 5.0130 3.3811 2.3000 0.21
C 4.3861 2.7012 1.6194 -0.17
C 3.5876 1.8033 0.8270 -0.22
C 2.4552 2.2749 0.1604 0.00
C 1.6813 1.3938 -0.5815 -0.11
C 1.9948 0.0247 -0.6551 -0.35
C 3.1337 -0.4224 0.0418 -0.10
C 3.9335 0.4567 0.7610 -0.02
H 2.2074 3.3273 0.2044 0.14
H 0.8385 1.7788 -1.1448 0.12
H 3.4168 -1.4685 -0.0103 0.12
H 4.8282 0.1060 1.2579 0.14
Ge 0.9501 -1.1543 -1.8918 1.02
C 1.9970 -2.7547 -2.1635 -0.32
C 1.4523 -4.0098 -1.8955 -0.12
C 2.2011 -5.1612 -2.0996 -0.08
C 3.5031 -5.0673 -2.5696 -0.06
C 4.0536 -3.8233 -2.8477 -0.06
C 3.3033 -2.6734 -2.6484 -0.11
C 0.5123 -0.0206 -3.3872 -0.33
C -0.7980 0.0313 -3.8608 -0.12
C -1.1197 0.8507 -4.9354 -0.07
C -0.1360 1.6192 -5.5397 -0.06
C 1.1725 1.5716 -5.0757 -0.06
C 1.4964 0.7553 -4.0027 -0.11
H -0.3606 -1.5322 -1.1598 0.00
H 0.4226 -4.0914 -1.5625 0.09
H 1.7648 -6.1350 -1.9155 0.11
H 4.0842 -5.9642 -2.7375 0.11
H 5.0618 -3.7504 -3.2334 0.11
H 3.7428 -1.7107 -2.8879 0.10
H -1.5710 -0.5782 -3.4090 0.07
H -2.1361 0.8779 -5.3058 0.11
H -0.3854 2.2512 -6.3817 0.11
H 1.9400 2.1663 -5.5530 0.11
H 2.5224 0.7278 -3.6503 0.10
```

The orbital gap (alpha / beta) comes out at 5.808 / 5.810 eV. The total charge is +2. As for the spin multiplicity: 1.

=====

#Q
A structure of composition C36H30F4GeMgN7OP, computed with ωB97M-V with the def2-TZVPD basis set.

Structure (XYZ):
```
81
Properties=species:S:1:pos:R:3:lowdin_charge:R:1
Mg 2.0001 1.3244 -0.6957 0.58
F -2.3947 1.2198 -1.9366 0.12
C -3.4542 1.4781 -1.1658 -0.13
C -4.6503 0.9703 -1.5023 -0.13
F -4.7446 0.2363 -2.5874 0.17
C -5.8426 1.2189 -0.7074 -0.01
C -5.6378 2.0787 0.4478 -0.12
C -4.4261 2.5554 0.7846 -0.14
F -4.2910 3.3058 1.8674 0.16
C -3.2480 2.2753 0.0096 0.00
C -2.0077 2.7318 0.3887 -0.12
C -0.8085 2.4807 -0.3244 -0.12
N 0.1947 2.3782 -0.8810 0.20
C -1.6855 3.3685 1.6322 -0.17
N -1.2201 3.8156 2.5837 0.22
F -6.6696 2.3739 1.2026 0.18
C -7.0465 0.6569 -0.9983 -0.09
C -7.2443 -0.2542 -2.0870 -0.14
N -7.4293 -0.9726 -2.9636 0.26
C -8.2332 0.8718 -0.2250 -0.13
N -9.2221 0.9920 0.3464 0.26
C 4.0009 1.6867 4.4225 -0.04
N 3.7774 1.4349 3.0062 0.06
C 2.7434 1.8970 2.3062 -0.56
N 1.8406 2.6682 2.9187 0.24
O 2.6292 1.5946 1.0788 -0.11
H 4.9085 1.1736 4.7238 0.10
H 3.1765 1.2993 5.0236 0.09
H 4.1347 2.7515 4.6176 0.10
H 4.4220 0.8538 2.4982 0.16
H 1.9377 2.9395 3.8821 0.12
H 1.0443 3.0267 2.4173 0.08
C 5.2939 1.3993 -2.5214 -0.24
P 3.6572 2.1815 -2.4446 0.77
C 3.0845 2.2085 -4.1680 -0.24
C 4.0154 3.9242 -2.0659 -0.25
H 5.9345 1.9527 -3.2094 0.07
H 5.2111 0.3739 -2.8804 0.03
H 5.7568 1.3957 -1.5347 0.05
H 3.7949 2.7613 -4.7841 0.07
H 2.1092 2.6905 -4.2358 0.05
H 3.0096 1.1942 -4.5596 0.03
H 4.7164 4.3318 -2.7952 0.06
H 4.4526 4.0096 -1.0710 0.05
H 3.0979 4.5125 -2.0947 0.05
N 4.1353 -1.5314 -4.7976 0.22
C 3.4186 -1.4632 -3.9029 -0.18
C 2.5726 -1.3115 -2.7501 -0.23
C 1.2658 -0.8516 -2.9038 0.00
C 0.4748 -0.6457 -1.7802 -0.12
C 0.9629 -0.8948 -0.4861 -0.33
C 2.2833 -1.3600 -0.3635 -0.10
C 3.0848 -1.5683 -1.4792 0.00
H 0.8738 -0.6628 -3.8947 0.14
H -0.5407 -0.2959 -1.9169 0.10
H 2.6789 -1.5790 0.6219 0.12
H 4.0973 -1.9347 -1.3705 0.14
Ge -0.1578 -0.7325 1.1533 1.03
C 0.6750 -1.8222 2.5087 -0.33
C 1.1695 -1.2269 3.6686 -0.12
C 1.7770 -1.9986 4.6505 -0.07
C 1.8973 -3.3697 4.4765 -0.06
C 1.4061 -3.9726 3.3254 -0.06
C 0.7960 -3.2028 2.3467 -0.10
C -2.0115 -1.1379 0.7371 -0.30
C -2.9800 -0.7048 1.6476 -0.12
C -4.3146 -1.0466 1.4782 -0.07
C -4.6984 -1.8173 0.3866 -0.07
C -3.7487 -2.2436 -0.5320 -0.06
C -2.4110 -1.9118 -0.3514 -0.10
H -0.0900 0.7310 1.6402 0.01
H 1.0612 -0.1570 3.8185 0.08
H 2.1431 -1.5359 5.5581 0.11
H 2.3650 -3.9728 5.2431 0.12
H 1.4911 -5.0433 3.1963 0.12
H 0.4057 -3.6897 1.4589 0.11
H -2.6933 -0.1154 2.5138 0.11
H -5.0491 -0.7345 2.2111 0.12
H -5.7343 -2.1101 0.2648 0.12
H -4.0461 -2.8515 -1.3766 0.12
H -1.6818 -2.2833 -1.0628 0.10
```

The orbital gap comes out at 6.046 eV. The total charge is +2. As for the spin multiplicity: 1.

=====

Of them, the most stable is #Q and the least stable is #P.